Formula: C31H63BN3O20S3
Source: the OMol25 dataset
Level of theory: the ωB97M-V functional and the def2-TZVPD basis

- gap between HOMO and LUMO (eV) = 8.85
- F_max (eV/A) = 8.619
- energy (Ha) = -4107.56783

Geometry as ORCA input:
```
! RIJCOSX wB97M-V def2-TZVPD def2/J DEFGRID3
* xyz -1 1
O -0.36 -26.12 14.88
C -0.36 -25.14 14.15
O -1.09 -24.92 13.06
B -0.71 -23.59 12.43
O 0.01 -23.00 13.56
C 0.35 -23.79 14.47
O 1.21 -23.62 15.36
O -1.87 -22.81 11.98
C -1.59 -22.32 10.88
O -2.23 -21.51 10.16
C -0.26 -22.82 10.32
O 0.07 -23.74 11.24
O 0.44 -22.54 9.39
C -4.84 -22.96 16.51
S -5.70 -24.44 15.85
O -6.70 -24.88 16.90
C -6.69 -23.49 14.59
H -4.61 -22.31 15.67
H -3.89 -23.31 16.91
H -5.50 -22.50 17.25
H -7.15 -22.52 14.76
H -7.61 -24.00 14.31
H -5.93 -23.39 13.82
C -2.58 -30.22 12.69
S -3.02 -29.24 11.23
O -3.14 -30.22 10.05
C -4.79 -28.67 11.59
H -1.58 -30.63 12.52
H -3.33 -30.97 12.95
H -2.59 -29.53 13.53
H -5.39 -29.22 12.32
H -5.48 -28.62 10.74
H -4.54 -27.71 12.04
C 3.42 -21.02 20.09
S 2.43 -19.91 21.20
O 2.96 -18.53 20.79
C 0.94 -20.14 20.16
H 4.47 -20.73 20.12
H 2.96 -20.89 19.10
H 3.33 -22.06 20.40
H 1.14 -19.84 19.13
H 0.10 -19.46 20.32
H 0.40 -21.09 20.25
C 2.21 -27.64 21.64
O 2.77 -28.26 22.49
N 1.52 -26.52 21.85
C 0.78 -25.83 20.80
C 1.56 -25.74 23.12
H 2.15 -28.01 20.61
H 1.32 -24.95 20.44
H -0.15 -25.45 21.22
H 0.75 -26.57 20.00
H 0.57 -25.55 23.52
H 2.15 -26.32 23.84
H 2.16 -24.88 22.81
C 1.18 -27.52 7.06
O 2.25 -28.14 7.33
N 0.88 -26.99 5.92
C -0.30 -26.12 5.79
C 1.68 -27.24 4.73
H 0.41 -27.31 7.82
H -0.82 -26.24 4.84
H -0.07 -25.06 5.90
H -1.00 -26.37 6.59
H 1.12 -26.65 4.00
H 2.65 -26.82 5.00
H 1.76 -28.25 4.31
C -1.64 -18.06 3.73
O -2.37 -17.22 3.11
N -0.54 -18.60 3.20
C 0.23 -19.59 3.97
C 0.06 -18.34 1.85
H -1.92 -18.46 4.72
H -0.07 -20.60 3.70
H -0.06 -19.58 5.02
H 1.30 -19.49 3.84
H -0.61 -17.81 1.17
H 1.08 -17.96 1.96
H 0.21 -19.27 1.31
O 6.17 -27.67 13.72
C 5.02 -27.94 14.13
O 4.71 -28.27 15.35
C 5.75 -28.36 16.30
C 5.71 -27.04 17.15
C 3.83 -28.03 13.23
H 6.73 -28.57 15.87
H 5.58 -29.20 16.97
H 6.50 -26.82 17.87
H 4.74 -27.00 17.65
H 5.53 -26.18 16.51
H 2.93 -28.51 13.62
H 4.10 -28.62 12.35
H 3.67 -27.03 12.84
O 4.97 -18.70 14.35
C 3.83 -18.41 14.03
O 2.97 -17.38 14.53
C 3.43 -16.74 15.73
C 2.48 -15.59 16.21
C 3.11 -19.14 12.98
H 4.44 -16.33 15.76
H 3.40 -17.58 16.43
H 1.49 -15.60 15.77
H 2.82 -14.65 15.78
H 2.39 -15.51 17.30
H 3.76 -19.13 12.11
H 2.10 -18.79 12.78
H 3.20 -20.21 13.18
O -4.89 -25.38 22.00
C -5.70 -26.27 21.82
O -5.56 -27.26 20.93
C -4.30 -27.36 20.23
C -4.42 -28.49 19.12
C -7.08 -26.18 22.49
H -3.36 -27.57 20.76
H -4.04 -26.46 19.68
H -5.06 -28.00 18.39
H -4.91 -29.37 19.55
H -3.52 -28.53 18.51
H -7.76 -25.87 21.70
H -7.16 -25.41 23.25
H -7.27 -27.20 22.83
*
```

Mulliken atomic charge list, values in e, 8 entries: -0.675 0.696 -0.408 0.960 -0.479 0.538 -0.700 -0.407

Formula: C31H63Cl18NO3P
Source: the OMol25 dataset
Level of theory: the ωB97M-V functional and the def2-TZVPD basis

- gap between HOMO and LUMO (alpha / beta) (eV) = 8.23 / 9.39
- ⟨S²⟩ = 0.754
- F_max (eV/A) = 1.651
- energy (Ha) = -10124.21228

Geometry as ORCA input:
```
! RIJCOSX wB97M-V def2-TZVPD def2/J DEFGRID3
* xyz 0 2
C 1.18 -1.53 1.67
C 2.11 -1.19 0.52
O 1.69 -1.68 -0.74
C 0.52 -1.08 -1.26
C 0.79 -0.16 -2.44
C 1.44 1.21 -2.16
P 0.77 2.01 -0.64
O 0.44 3.45 -0.81
C 1.09 2.15 -3.35
C 2.12 3.20 -3.81
C 2.13 3.23 -5.34
C 1.67 4.62 -3.38
N 3.47 3.00 -3.25
O 4.36 3.73 -3.80
C 3.89 1.61 -2.98
C 5.28 1.67 -2.34
C 4.00 0.75 -4.24
C 2.97 1.00 -1.93
H 1.66 -1.25 2.59
H 0.29 -0.91 1.60
H 0.90 -2.58 1.64
H 2.32 -0.12 0.47
H 3.06 -1.67 0.71
H -0.12 -1.88 -1.62
H -0.07 -0.58 -0.49
H 1.49 -0.69 -3.07
H -0.11 -0.05 -3.03
H 1.74 1.90 0.38
H -0.37 1.34 -0.15
H 0.14 2.62 -3.12
H 0.89 1.50 -4.20
H 2.30 2.25 -5.76
H 2.82 3.97 -5.71
H 1.14 3.54 -5.64
H 1.97 4.80 -2.36
H 0.59 4.67 -3.44
H 2.13 5.35 -4.04
H 6.02 1.75 -3.12
H 5.47 0.75 -1.80
H 5.37 2.53 -1.71
H 4.59 -0.13 -4.02
H 3.03 0.47 -4.62
H 4.48 1.34 -5.01
H 3.18 -0.06 -1.93
H 3.28 1.36 -0.97
Cl 0.64 -4.75 0.01
C 0.53 -6.25 0.96
C -0.08 -6.03 2.32
Cl 0.98 -5.06 3.38
H 1.54 -6.66 1.04
H -0.09 -6.95 0.40
H -0.24 -6.98 2.81
H -1.03 -5.52 2.25
Cl -2.56 1.90 -1.51
C -4.09 1.45 -0.72
C -3.94 1.46 0.77
Cl -2.85 0.16 1.31
H -4.38 0.47 -1.09
H -4.84 2.18 -1.03
H -4.90 1.30 1.25
H -3.52 2.41 1.12
Cl -4.57 5.52 -5.52
C -3.52 6.58 -4.54
C -2.18 5.96 -4.26
Cl -2.28 4.55 -3.18
H -4.05 6.81 -3.62
H -3.38 7.50 -5.10
H -1.53 6.68 -3.77
H -1.69 5.63 -5.18
Cl -0.05 0.49 3.28
C -0.14 0.39 5.06
C -0.04 -1.03 5.54
Cl -1.47 -2.00 5.08
H -1.08 0.85 5.37
H 0.68 0.98 5.46
H 0.03 -1.06 6.62
H 0.84 -1.52 5.13
Cl -2.85 -6.72 -1.00
C -4.46 -6.62 -0.23
C -4.39 -5.98 1.14
Cl -3.54 -7.02 2.32
H -4.87 -7.62 -0.17
H -5.08 -6.02 -0.88
H -5.39 -5.82 1.53
H -3.88 -5.02 1.11
Cl 0.22 8.42 -4.82
C 1.41 8.16 -6.12
C 0.80 7.50 -7.33
Cl 0.33 5.81 -7.02
H 2.22 7.55 -5.71
H 1.81 9.14 -6.39
H 1.53 7.48 -8.14
H -0.08 8.04 -7.68
Cl 1.46 0.25 8.12
C 2.47 -0.91 9.03
C 2.13 -0.91 10.50
Cl 2.60 0.61 11.30
H 3.51 -0.65 8.86
H 2.28 -1.89 8.60
H 2.66 -1.72 11.00
H 1.06 -1.06 10.66
Cl -6.17 -3.90 -3.14
C -7.79 -3.74 -2.41
C -7.73 -3.09 -1.06
Cl -6.92 -4.12 0.14
H -8.23 -4.73 -2.35
H -8.39 -3.14 -3.09
H -8.74 -2.90 -0.69
H -7.20 -2.14 -1.09
Cl 2.24 -4.19 6.50
C 3.24 -5.43 7.29
C 2.94 -5.52 8.77
Cl 3.47 -4.05 9.64
H 4.28 -5.18 7.11
H 3.02 -6.38 6.82
H 3.48 -6.36 9.21
H 1.88 -5.65 8.95
*
```

Mulliken atomic charge list, values in e, 8 entries: 0.101 0.132 -0.433 -0.619 -1.370 3.131 0.730 -0.722

Formula: C31H63F3N5O9S4
Source: the OMol25 dataset
Level of theory: the ωB97M-V functional and the def2-TZVPD basis

- energy relative to the best compared isomer or geometry (same formula, charge and spin) (eV) = 0.000
- gap between HOMO and LUMO (eV) = 7.84
- F_max (eV/A) = 2.135
- energy (Ha) = -4062.14255

Geometry as ORCA input:
```
! RIJCOSX wB97M-V def2-TZVPD def2/J DEFGRID3
* xyz -1 1
C 1.93 9.75 17.37
O 1.40 9.03 18.51
O 2.87 10.54 17.75
C 2.34 8.73 16.29
F 2.94 7.65 16.79
F 1.28 8.32 15.55
F 3.24 9.26 15.44
C 0.18 8.41 18.39
C -0.14 7.59 19.63
H -0.76 6.72 19.40
H 0.78 7.17 20.05
H -0.66 8.20 20.37
H 0.01 7.81 17.48
H -0.64 9.14 18.31
H 1.09 10.38 16.98
C 5.35 11.01 20.25
C 4.66 10.60 21.47
N 4.07 10.25 22.37
H 6.15 10.35 19.96
H 5.70 12.03 20.45
H 4.64 11.10 19.41
C 0.92 11.06 21.28
C 0.07 12.22 21.53
N -0.63 13.10 21.72
H 1.77 11.05 21.96
H 1.34 11.25 20.28
H 0.36 10.14 21.24
C 3.83 7.97 19.98
C 3.49 6.57 19.77
N 3.18 5.48 19.65
H 2.94 8.38 20.45
H 3.98 8.53 19.05
H 4.70 8.02 20.63
C -2.45 9.95 13.78
C -2.87 11.33 13.92
N -3.19 12.42 14.04
H -2.90 9.32 14.55
H -1.38 9.83 13.79
H -2.89 9.58 12.85
C 5.78 10.72 16.26
C 6.34 12.07 16.23
N 6.84 13.10 16.14
H 5.04 10.64 17.07
H 6.60 10.03 16.46
H 5.33 10.54 15.28
C -1.19 15.67 18.51
S -1.37 15.03 16.83
O -0.12 15.49 16.20
C -1.14 13.29 17.31
H -0.33 15.23 19.02
H -2.07 15.68 19.15
H -0.90 16.71 18.32
H -1.85 12.58 16.87
H -1.30 13.16 18.38
H -0.15 12.95 17.02
C -3.40 9.76 21.07
S -5.04 9.45 21.75
O -5.63 8.34 20.96
C -5.78 10.96 21.08
H -2.88 10.56 21.60
H -3.42 9.99 20.00
H -2.86 8.83 21.20
H -6.86 11.03 21.22
H -5.54 11.00 20.02
H -5.30 11.77 21.64
C 4.86 15.18 17.03
S 3.39 15.50 18.02
O 2.33 15.86 17.04
C 3.28 13.75 18.50
H 5.68 14.90 17.69
H 5.18 16.01 16.40
H 4.66 14.35 16.35
H 4.14 13.30 18.98
H 2.96 13.21 17.61
H 2.42 13.68 19.17
C 1.19 4.57 17.09
S 0.10 3.12 17.07
O 0.84 1.91 16.63
C -0.18 3.06 18.87
H 1.95 4.39 17.85
H 0.61 5.44 17.39
H 1.61 4.68 16.09
H 0.71 2.70 19.39
H -1.00 2.35 18.94
H -0.47 4.06 19.16
C -3.71 5.14 18.64
C -3.78 6.34 17.75
O -3.95 6.26 16.56
C -3.54 7.66 18.42
H -2.67 4.89 18.89
H -4.03 4.21 18.16
H -4.25 5.29 19.58
H -4.51 7.97 18.84
H -3.39 8.45 17.70
H -2.89 7.61 19.29
C 0.28 5.53 23.56
C 0.76 6.92 23.16
O 0.00 7.82 22.96
C 2.25 7.14 23.09
H -0.48 5.65 24.32
H 1.15 4.92 23.74
H -0.17 5.10 22.65
H 2.42 7.98 22.43
H 2.78 6.24 22.79
H 2.62 7.38 24.09
C 6.27 7.26 17.63
C 6.75 7.19 16.20
O 6.09 6.62 15.39
C 8.04 7.85 15.83
H 5.34 6.71 17.73
H 6.17 8.32 17.84
H 7.02 6.77 18.25
H 8.88 7.22 15.54
H 8.41 8.55 16.58
H 7.75 8.40 14.92
*
```

Mulliken atomic charge list, values in e, 8 entries: -0.219 1.074 -0.697 0.411 -0.158 -0.260 -0.314 -0.638

Formula: C31H63F3NO19S6
Source: the OMol25 dataset
Level of theory: the ωB97M-V functional and the def2-TZVPD basis

- gap between HOMO and LUMO (eV) = 7.19
- F_max (eV/A) = 2.003
- energy (Ha) = -5392.10836

Geometry as ORCA input:
```
! RIJCOSX wB97M-V def2-TZVPD def2/J DEFGRID3
* xyz -1 1
N -0.43 -4.49 0.25
H -1.02 -4.47 1.16
H 0.54 -4.71 0.49
H -0.46 -3.56 -0.20
H -0.90 -5.20 -0.29
C -0.04 0.47 0.58
F 0.13 1.76 0.27
F 1.07 0.08 1.23
F -1.08 0.34 1.40
S -0.29 -0.53 -0.96
O -1.59 -0.07 -1.42
O 0.80 -0.15 -1.83
O -0.26 -1.91 -0.53
C -3.20 -3.18 1.10
C -2.91 -3.85 2.47
C -4.21 -4.46 2.97
O -1.90 -4.78 2.44
H -3.46 -3.87 0.29
H -2.37 -2.58 0.73
H -4.03 -2.48 1.21
H -2.62 -2.95 3.06
H -4.03 -5.06 3.87
H -4.52 -5.21 2.23
H -5.03 -3.76 3.14
O -7.00 -0.94 -0.42
S -5.71 -0.84 -1.02
O -5.01 -2.00 -1.45
O -5.88 0.12 -2.29
C -4.80 0.13 -3.26
C -5.13 1.24 -4.24
C -4.67 0.14 0.02
H -4.77 -0.81 -3.81
H -3.87 0.31 -2.73
H -4.44 1.19 -5.09
H -5.04 2.22 -3.77
H -6.13 1.11 -4.64
H -3.64 0.11 -0.35
H -4.73 -0.32 1.00
H -5.09 1.14 0.07
O 1.45 -1.69 5.58
S 1.58 -2.48 4.40
O 2.63 -2.18 3.47
O 1.76 -4.02 4.74
C 0.96 -4.56 5.82
C 1.86 -4.89 6.98
C 0.05 -2.48 3.47
H 0.49 -5.46 5.44
H 0.15 -3.87 6.07
H 2.70 -5.51 6.69
H 1.26 -5.37 7.76
H 2.23 -3.97 7.44
H 0.01 -3.38 2.87
H 0.15 -1.55 2.92
H -0.81 -2.48 4.14
O 3.73 3.83 0.94
S 5.05 3.35 1.23
O 6.16 4.22 1.45
O 4.94 2.39 2.48
C 3.71 1.62 2.62
C 3.27 1.65 4.06
C 5.54 2.28 -0.10
H 4.01 0.60 2.37
H 2.90 1.93 1.96
H 4.05 1.24 4.71
H 2.36 1.06 4.16
H 3.02 2.66 4.41
H 5.37 2.93 -0.96
H 4.93 1.39 -0.16
H 6.58 2.00 0.04
O 2.32 -4.38 0.61
S 3.72 -4.54 0.37
O 4.25 -5.70 -0.25
O 4.24 -3.28 -0.42
C 3.66 -1.99 -0.16
C 3.86 -1.06 -1.33
C 4.52 -4.28 1.93
H 3.94 -1.54 0.80
H 2.58 -2.06 0.03
H 3.37 -1.42 -2.23
H 4.92 -0.93 -1.54
H 3.43 -0.10 -1.03
H 4.34 -3.27 2.28
H 5.57 -4.44 1.67
H 4.17 -5.04 2.62
O -2.48 0.27 -6.20
S -1.71 1.43 -6.56
O -2.00 2.09 -7.78
O -1.81 2.49 -5.39
C -1.65 1.98 -4.03
C -1.92 3.15 -3.11
C 0.02 1.02 -6.45
H -0.62 1.67 -3.87
H -2.35 1.16 -3.90
H -1.26 3.99 -3.35
H -1.76 2.77 -2.11
H -2.93 3.55 -3.20
H 0.11 0.33 -5.62
H 0.55 1.96 -6.29
H 0.32 0.58 -7.39
C -2.57 4.51 2.66
C -2.70 3.43 1.80
C -3.15 3.64 0.51
C -3.63 4.90 0.15
C -3.59 5.95 1.04
C -2.92 5.78 2.25
H -2.16 4.33 3.65
H -2.41 2.44 2.12
H -3.17 2.82 -0.20
H -4.03 5.08 -0.84
H -4.00 6.91 0.76
H -2.79 6.64 2.90
C 2.34 2.16 -3.59
C 2.88 2.70 -4.76
C 3.32 4.02 -4.78
C 3.28 4.78 -3.62
C 2.72 4.22 -2.48
C 2.20 2.94 -2.45
H 1.94 1.15 -3.63
H 3.01 2.13 -5.67
H 3.72 4.41 -5.71
H 3.56 5.83 -3.63
H 2.68 4.87 -1.61
H 1.70 2.51 -1.59
*
```

Mulliken atomic charge list, values in e, 8 entries: 0.194 -0.204 0.578 0.608 0.445 0.290 -0.112 0.025

> What is the formula in the fourth record?

C31H63F3NO19S6

> What is the F_max in the second record?

1.651 eV/A